Record 1
Computed, not measured: a molecular structure, C38H35Cl7N5OSTcTe in a non-equilibrium geometry, with ωB97M-V/def2-TZVPD.

Geometry (Å):
Tc 11.401 11.021 15.128
C 12.847 12.277 18.965
C 12.408 12.167 17.527
N 11.590 11.267 17.091
N 10.933 10.450 18.012
C 10.141 9.476 17.472
N 9.428 8.742 18.316
S 9.976 9.196 15.808
C 12.873 13.060 16.436
C 13.591 14.174 16.772
C 13.722 15.147 15.793
C 13.221 14.980 14.509
C 12.536 13.772 14.253
N 12.389 12.874 15.203
H 12.176 12.949 19.531
H 13.767 12.839 19.003
H 12.962 11.325 19.454
H 10.666 10.848 18.914
H 9.387 8.930 19.319
H 8.829 8.012 17.950
H 13.965 14.254 17.782
H 14.287 16.068 16.011
H 13.334 15.775 13.786
H 12.110 13.506 13.281
Cl 10.697 10.978 12.697
C 9.544 12.087 13.361
C 9.659 12.099 14.698
C 8.744 12.937 15.338
Cl 8.853 13.040 17.113
C 7.682 13.560 14.654
Cl 6.550 14.458 15.548
C 7.618 13.476 13.240
Cl 6.332 14.210 12.390
C 8.564 12.720 12.577
Cl 8.505 12.368 10.937
C 16.070 14.727 7.757
C 15.983 13.696 8.836
C 17.104 13.428 9.632
C 17.124 12.505 10.667
C 18.369 12.326 11.477
C 15.970 11.814 10.937
Te 16.178 10.237 12.304
N 14.489 10.532 13.281
C 14.389 10.078 14.500
O 13.215 10.036 15.097
C 15.544 9.703 15.349
C 15.750 8.396 15.701
C 16.876 8.007 16.438
C 17.844 8.951 16.810
C 17.670 10.270 16.400
C 16.539 10.659 15.701
C 15.709 8.580 11.054
C 14.770 7.643 11.439
C 14.500 6.535 10.614
C 15.187 6.452 9.428
C 16.211 7.334 9.123
C 16.529 8.401 9.957
C 17.660 9.287 9.658
C 14.796 12.042 10.207
C 13.518 11.336 10.506
C 14.845 12.953 9.138
H 16.740 15.548 8.027
H 15.106 15.065 7.449
H 16.497 14.299 6.840
H 18.058 13.984 9.433
H 19.086 13.104 11.200
H 18.859 11.402 11.289
H 18.119 12.485 12.516
H 15.025 7.598 15.501
H 17.014 7.000 16.760
H 18.673 8.727 17.457
H 18.366 11.049 16.701
H 16.459 11.709 15.319
H 14.186 7.785 12.311
H 13.761 5.815 10.930
H 14.981 5.669 8.724
H 16.793 7.171 8.221
H 18.193 8.930 8.798
H 18.371 9.312 10.471
H 17.299 10.303 9.421
H 12.941 11.833 11.236
H 13.667 10.257 10.744
H 12.933 11.329 9.570
H 13.945 13.036 8.568
Cl 11.849 6.923 13.354
C 11.521 5.737 14.614
Cl 12.411 6.039 16.100
H 11.906 4.770 14.252
H 10.467 5.719 14.888

The electronic energy is -5785.89900 Ha. The value obtained for the largest force on an atom is 0.048 Eh/bohr. The calculation puts the gap between HOMO and LUMO (alpha / beta) at 7.2301 / 6.6852 eV. As for the spin multiplicity: 3. As for the expectation value of S²: 2.0193. The total charge is +2. The relative energy (zero: lowest compared OMol25 entry of this formula, charge and spin) is 0.000 eV.

***

Record 2
Computed, not measured: 5 unconnected molecules or ions with the total composition C38H35F5N2O in a non-equilibrium geometry, with ωB97M-V/def2-TZVPD.

Geometry (Å):
C 3.635 -2.645 -0.636
C 2.887 -2.225 -1.905
F 3.568 -2.820 -2.983
C 2.892 -0.718 -2.191
C 2.061 0.150 -1.215
C 2.852 0.508 -0.003
N 3.344 0.906 0.972
C 0.654 -0.496 -0.833
C 0.837 -1.128 0.505
N 0.779 -1.698 1.511
C -0.348 0.671 -0.800
O -1.667 0.334 -0.350
C -2.084 -0.922 -0.734
C -2.309 -1.840 0.283
C -2.693 -3.137 0.008
C -2.856 -3.528 -1.315
C -2.669 -2.619 -2.331
C -2.280 -1.320 -2.041
H 4.719 -2.647 -0.813
H 3.373 -3.698 -0.455
H 3.407 -2.039 0.247
H 1.892 -2.688 -1.893
H 3.945 -0.402 -2.190
H 2.537 -0.577 -3.222
H 1.827 1.097 -1.722
H 0.443 -1.229 -1.613
H -0.439 1.187 -1.769
H 0.039 1.409 -0.080
H -2.180 -1.532 1.319
H -2.823 -3.805 0.856
H -3.142 -4.561 -1.510
H -2.812 -2.923 -3.366
H -2.121 -0.587 -2.833
F 6.848 -2.266 -2.483
C 7.743 -3.138 -1.984
C 9.063 -2.752 -1.849
C 9.983 -3.651 -1.330
C 9.579 -4.926 -0.962
C 8.251 -5.302 -1.107
C 7.324 -4.403 -1.616
H 9.362 -1.756 -2.149
H 11.018 -3.355 -1.213
H 10.300 -5.627 -0.561
H 7.935 -6.298 -0.824
H 6.283 -4.679 -1.726
F 1.148 2.978 -0.007
C 0.582 4.115 0.463
C -0.252 4.842 -0.362
C -0.834 6.004 0.124
C -0.567 6.425 1.419
C 0.280 5.683 2.234
C 0.855 4.516 1.754
H -0.441 4.500 -1.372
H -1.496 6.580 -0.508
H -1.019 7.333 1.795
H 0.491 6.014 3.242
H 1.511 3.918 2.374
F -1.899 6.921 4.264
C -2.463 8.051 4.733
C -3.298 8.779 3.908
C -3.881 9.941 4.394
C -3.615 10.364 5.689
C -2.769 9.622 6.503
C -2.192 8.454 6.025
H -3.487 8.437 2.899
H -4.543 10.517 3.761
H -4.067 11.272 6.064
H -2.558 9.953 7.511
H -1.536 7.858 6.647
F -4.326 -6.129 -1.177
C -5.610 -6.364 -1.522
C -6.082 -7.661 -1.521
C -7.404 -7.898 -1.871
C -8.229 -6.840 -2.226
C -7.736 -5.542 -2.226
C -6.418 -5.299 -1.867
H -5.420 -8.473 -1.248
H -7.789 -8.909 -1.867
H -9.259 -7.028 -2.503
H -8.378 -4.717 -2.507
H -6.017 -4.293 -1.852

The electronic energy is -2153.03922 Ha. The value obtained for the largest force on an atom is 0.038 Eh/bohr. The calculation puts the gap between HOMO and LUMO at 9.5953 eV. As for the structure (SMILES): C[C@H](F)C[C@H](C#N)[C@@H](C#N)COc1ccccc1.Fc1ccccc1.Fc1ccccc1.Fc1ccccc1.Fc1ccccc1.